# 1
This record from the Open Molecules 2025 dataset describes a molecular structure, C2H2FNO2. The level of theory is ωB97M-V/def2-TZVPD.

Calculated values
- F_max (eV/Å) = 3.618
- M (g/mol) = 91.041
- HOMO level (eV) = -9.54
- LUMO (eV) = -1.1
- total charge = 0
- total energy (eV) = -10404.6092
- energy relative to the best compared isomer or geometry (same formula, charge and spin) (kJ/mol) = 441.3

Each line ends with the Löwdin charge.
Positions of all 8 atoms, in Å:
C: -1.78 0.23 -0.06  -0.03
C: -0.87 1.06 0.44  -0.26
N: -0.82 0.16 -2.42  0.09
O: -0.22 1.95 0.76  0.20
O: -0.98 0.95 -3.23  0.15
F: 0.78 0.27 -2.01  -0.26
H: -2.83 0.36 0.13  0.07
H: -1.54 -0.77 -0.36  0.05

---

# 2
This record from the Open Molecules 2025 dataset describes a molecular structure, ClCu. The level of theory is ωB97M-V/def2-TZVPD.

Calculated values
- F_max (eV/Å) = 0.269
- M (g/mol) = 98.999
- HOMO level (spin up / spin down) (eV) = -17.61 / -17.38
- LUMO (spin up / spin down) (eV) = -7.9 / -10.8
- total charge = +1
- total energy (eV) = -57151.4466
- energy relative to the best compared isomer or geometry (same formula, charge and spin) (kJ/mol) = 6.8
- spin multiplicity = 2

Each line ends with the Mulliken spin population.
Positions of all 2 atoms, in Å:
Cu: -0.14 -0.26 -1.00  0.58
Cl: 0.14 0.26 1.00  0.42

---

# 3
This record from the Open Molecules 2025 dataset describes 2 unconnected molecules or ions with the total composition C3H6OS3. The level of theory is ωB97M-V/def2-TZVPD.

Calculated values
- F_max (eV/Å) = 3.372
- M (g/mol) = 154.281
- HOMO level (spin up / spin down) (eV) = -8.52 / -8.86
- LUMO (spin up / spin down) (eV) = -1.4 / -1.7
- total charge = 0
- total energy (eV) = -37756.3305
- energy relative to the best compared isomer or geometry (same formula, charge and spin) (kJ/mol) = 369.2

Each line ends with the Löwdin charge.
Positions of all 13 atoms, in Å:
C: 1.50 -0.34 -0.49  -0.85
C: 1.03 2.02 0.37  -0.46
C: -1.99 -1.18 -0.01  -0.48
O: 0.59 -2.60 -0.16  -0.61
S: 1.87 -1.88 -0.16  0.85
S: 2.19 1.16 -0.66  0.82
S: -1.35 0.15 -1.09  0.59
H: 1.48 2.20 1.41  0.06
H: 0.04 1.48 0.58  0.00
H: 0.75 3.01 -0.05  0.05
H: -1.36 -2.05 -0.24  -0.01
H: -2.92 -1.21 -0.56  0.00
H: -1.85 -0.74 1.04  0.05

---

# 4
This record from the Open Molecules 2025 dataset describes 10 unconnected molecules or ions with the total composition C45H100F10N10O20S10. The level of theory is ωB97M-V/def2-TZVPD.

Calculated values
- F_max (eV/Å) = 10.723
- M (g/mol) = 1611.995
- HOMO level (spin up / spin down) (eV) = -9.77 / -9.77
- LUMO (spin up / spin down) (eV) = -2.9 / -7.4
- total charge = +1
- total energy (eV) = -239641.3078
- spin multiplicity = 2

Each line ends with the Mulliken spin population.
Positions of all 195 atoms, in Å:
C: 6.46 13.73 13.53  0.00
C: 5.66 12.59 14.24  0.00
C: 4.08 12.86 14.27  0.00
N: 3.38 11.78 15.24  0.00
C: 1.86 12.23 15.22  0.00
C: 1.03 11.48 16.31  0.00
C: 1.65 11.61 17.70  0.00
C: 3.08 11.03 17.61  0.00
C: 3.96 11.87 16.67  0.00
C: 3.62 10.35 14.64  0.00
H: 7.52 13.55 13.37  0.00
H: 6.45 14.69 14.04  0.00
H: 6.04 13.82 12.53  0.00
H: 5.94 12.68 15.29  0.00
H: 6.02 11.60 13.96  0.00
H: 3.59 12.89 13.29  0.00
H: 4.03 13.78 14.84  0.00
H: 1.78 13.31 15.17  0.00
H: 1.49 11.92 14.24  0.00
H: 0.04 11.92 16.35  0.00
H: 0.94 10.43 16.04  0.00
H: 1.65 12.64 18.04  0.00
H: 1.01 11.13 18.43  0.00
H: 3.65 11.08 18.54  0.00
H: 3.13 10.00 17.26  0.00
H: 4.06 12.90 17.01  0.00
H: 4.93 11.40 16.81  0.00
H: 2.83 9.75 15.10  0.00
H: 4.64 10.07 14.90  0.00
H: 3.56 10.56 13.57  0.00
C: 2.07 14.55 11.06  0.00
C: 0.66 15.05 11.23  0.00
C: -0.01 14.65 12.59  0.00
N: -1.37 15.35 12.89  0.00
C: -2.39 14.59 11.95  0.00
C: -2.46 13.14 12.36  0.00
C: -2.84 13.00 13.85  0.00
C: -1.93 13.75 14.78  0.00
C: -1.83 15.21 14.36  0.00
C: -1.42 16.77 12.48  0.00
H: 2.74 14.91 11.84  0.00
H: 2.41 14.91 10.09  0.00
H: 2.05 13.46 11.00  0.00
H: 0.01 14.70 10.42  0.00
H: 0.75 16.10 10.97  0.00
H: 0.57 15.13 13.38  0.00
H: 0.01 13.59 12.84  0.00
H: -2.25 14.67 10.88  0.00
H: -3.30 15.11 12.26  0.00
H: -1.61 12.54 12.03  0.00
H: -3.24 12.72 11.72  0.00
H: -2.90 11.93 14.04  0.00
H: -3.88 13.32 13.92  0.00
H: -0.94 13.29 14.69  0.00
H: -2.26 13.67 15.82  0.00
H: -1.16 15.85 14.94  0.00
H: -2.79 15.68 14.55  0.00
H: -0.52 17.36 12.65  0.00
H: -2.23 17.28 13.01  0.00
H: -1.50 16.90 11.40  0.00
C: 3.25 13.91 5.46  0.00
C: 4.13 12.64 5.66  0.00
C: 5.22 12.91 6.79  0.00
N: 5.81 11.54 7.33  0.00
C: 7.10 11.91 8.13  0.00
C: 6.75 12.57 9.46  0.00
C: 5.92 11.69 10.43  0.00
C: 4.58 11.28 9.65  0.00
C: 4.86 10.71 8.27  0.00
C: 6.30 10.65 6.22  0.00
H: 2.55 13.72 4.64  0.00
H: 3.70 14.89 5.30  0.00
H: 2.64 14.01 6.36  0.00
H: 4.72 12.55 4.75  0.00
H: 3.56 11.71 5.67  0.00
H: 4.88 13.59 7.58  0.00
H: 6.09 13.44 6.42  0.00
H: 7.71 12.54 7.48  0.00
H: 7.65 11.00 8.36  0.00
H: 6.28 13.54 9.33  0.00
H: 7.68 12.93 9.89  0.00
H: 5.65 12.13 11.40  0.00
H: 6.65 10.96 10.77  0.00
H: 3.90 12.12 9.56  0.00
H: 4.09 10.57 10.32  0.00
H: 3.97 10.51 7.66  0.00
H: 5.25 9.70 8.31  0.00
H: 5.46 10.19 5.70  0.00
H: 6.98 9.85 6.52  0.00
H: 6.89 11.25 5.53  0.00
C: 7.18 8.12 3.77  0.00
C: 7.92 7.26 4.75  0.00
C: 7.18 6.11 5.35  0.00
N: 7.60 5.81 6.79  0.00
C: 6.98 4.46 7.14  0.00
C: 7.06 4.00 8.55  0.00
C: 6.39 5.06 9.53  0.00
C: 7.14 6.44 9.23  0.00
C: 7.06 6.98 7.76  0.00
C: 9.16 5.79 6.99  0.00
H: 7.86 8.69 3.14  0.00
H: 6.37 8.60 4.32  0.00
H: 6.66 7.50 3.04  0.00
H: 8.40 7.91 5.48  0.00
H: 8.76 6.78 4.25  0.00
H: 7.05 5.22 4.74  0.00
H: 6.16 6.47 5.46  0.00
H: 5.91 4.66 7.10  0.00
H: 7.20 3.75 6.34  0.00
H: 6.57 3.03 8.61  0.00
H: 8.07 3.94 8.95  0.00
H: 5.34 5.18 9.29  0.00
H: 6.46 4.84 10.60  0.00
H: 6.55 7.15 9.81  0.00
H: 8.17 6.54 9.58  0.00
H: 5.99 7.06 7.55  0.00
H: 7.59 7.92 7.60  0.00
H: 9.56 5.24 6.13  0.00
H: 9.46 5.37 7.95  0.00
H: 9.48 6.82 6.89  0.00
C: -4.38 8.55 4.29  0.00
C: -3.39 9.62 4.57  0.00
C: -2.39 9.28 5.76  0.00
N: -1.72 10.51 6.41  0.00
C: -0.75 11.19 5.47  0.00
C: -0.13 12.41 6.11  0.00
C: 0.82 11.95 7.22  0.00
C: 0.13 11.15 8.26  0.00
C: -0.80 10.01 7.63  0.00
C: -2.76 11.52 6.97  0.00
H: -4.50 7.98 5.21  0.00
H: -4.01 7.82 3.56  0.00
H: -5.35 8.97 4.04  0.00
H: -4.04 10.48 4.67  0.00
H: -2.87 9.84 3.64  0.00
H: -1.58 8.67 5.36  0.00
H: -2.72 8.95 6.74  0.00
H: 0.01 10.46 5.21  0.00
H: -1.37 11.57 4.65  0.00
H: 0.56 12.98 5.49  0.00
H: -0.84 13.18 6.41  0.00
H: 1.70 11.46 6.79  0.00
H: 1.24 12.82 7.72  0.00
H: 0.75 10.59 8.95  0.00
H: -0.59 11.78 8.79  0.00
H: -0.07 9.33 7.18  0.00
H: -1.42 9.49 8.35  0.00
H: -2.28 12.36 7.48  0.00
H: -3.47 10.91 7.53  0.00
H: -3.46 11.88 6.21  0.00
N: 3.63 8.33 6.33  0.00
S: 2.81 7.24 7.04  0.00
O: 3.42 5.92 6.96  0.00
O: 1.37 7.35 7.09  0.00
F: 3.25 7.60 8.56  0.00
S: 3.22 7.93 4.74  0.00
O: 1.88 8.12 4.28  0.00
O: 4.00 6.91 4.13  0.00
F: 3.91 9.22 4.05  0.00
N: 0.96 9.13 13.32  0.00
S: -0.56 9.11 13.58  0.00
O: -1.35 8.02 13.20  0.00
O: -1.13 10.43 13.70  0.00
F: -0.47 8.79 15.16  0.00
S: 0.80 9.77 11.77  0.00
O: 0.55 11.21 11.61  0.00
O: 0.56 8.85 10.68  0.00
F: 2.40 9.88 11.60  0.00
N: 9.59 9.30 7.89  0.00
S: 10.40 10.38 7.32  0.00
O: 11.82 10.16 7.34  0.00
O: 9.94 11.78 7.40  0.00
F: 10.01 9.99 5.80  0.00
S: 10.09 9.55 9.57  0.00
O: 10.21 10.88 10.15  0.00
O: 10.89 8.39 10.00  0.00
F: 8.63 9.14 10.20  0.00
N: 7.83 14.22 2.23  0.00
S: 6.52 14.52 2.87  0.00
O: 6.49 14.45 4.35  0.00
O: 5.34 14.14 2.07  0.00
F: 6.61 16.07 2.58  0.00
S: 7.87 12.66 2.91  0.00
O: 6.58 11.85 2.85  0.00
O: 8.74 12.43 4.05  0.00
F: 8.65 11.93 1.70  0.00
N: 5.74 18.83 8.46  0.35
S: 5.36 17.50 7.48  -0.01
O: 5.82 16.17 7.93  0.02
O: 5.31 17.70 6.01  0.00
F: 3.81 17.47 7.78  0.00
S: 6.53 19.55 7.47  -0.11
O: 5.92 20.49 6.57  0.34
O: 7.70 18.88 6.98  0.41
F: 7.23 20.54 8.56  0.00

---

# 5
This record from the Open Molecules 2025 dataset describes 2 unconnected molecules or ions with the total composition CH5Cl2PSi. The level of theory is ωB97M-V/def2-TZVPD.

Calculated values
- F_max (eV/Å) = 2.996
- M (g/mol) = 147.017
- HOMO level (eV) = -8.36
- LUMO (eV) = -0.5
- total charge = 0
- total energy (eV) = -43330.3134
- energy relative to the best compared isomer or geometry (same formula, charge and spin) (kJ/mol) = 163.5

Each line ends with the Löwdin charge.
Positions of all 10 atoms, in Å:
C: 0.04 1.05 1.16  -0.31
Si: -1.18 1.12 -0.29  -0.39
P: -1.04 -1.28 -2.23  0.50
Cl: -3.09 1.26 0.37  0.26
Cl: -0.88 2.55 -1.60  0.30
H: -0.30 0.16 1.85  0.06
H: 1.03 0.74 0.73  0.02
H: 0.16 2.01 1.81  0.06
H: -2.39 -1.10 -2.48  -0.26
H: -0.88 -0.54 -3.41  -0.24

---

# 6
This record from the Open Molecules 2025 dataset describes a molecular structure, C33H64F12N2O29P2S6Zn. The level of theory is ωB97M-V/def2-TZVPD.

Calculated values
- F_max (eV/Å) = 6.401
- M (g/mol) = 1500.576
- HOMO level (eV) = -10.23
- LUMO (eV) = 0.1
- total charge = 0
- total energy (eV) = -262230.2491

Each line ends with the Löwdin charge.
Positions of all 149 atoms, in Å:
Zn: 3.34 -0.75 -2.24  0.59
C: 2.08 2.25 0.46  -0.61
F: 2.60 3.29 -0.11  0.18
F: 3.10 1.55 0.99  0.12
F: 1.17 2.66 1.37  0.12
S: 1.14 1.17 -0.91  0.76
O: -0.27 1.12 -0.56  -0.27
O: 1.44 1.82 -2.19  -0.31
N: 2.16 -0.27 -0.83  -0.33
S: 1.53 -1.15 0.28  0.57
O: 2.36 -2.31 0.55  -0.28
O: 1.09 -0.48 1.49  -0.26
C: 0.00 -2.11 -0.44  -0.54
F: -0.66 -1.34 -1.27  0.11
F: 0.36 -3.25 -1.20  0.08
F: -0.82 -2.52 0.54  0.13
C: 4.53 2.78 -4.32  -0.61
F: 4.84 2.50 -5.60  0.15
F: 5.12 3.91 -3.87  0.14
F: 3.26 3.01 -4.20  0.17
S: 5.16 1.40 -3.07  0.74
O: 6.61 1.55 -3.06  -0.26
O: 4.57 1.61 -1.76  -0.31
N: 4.44 -0.12 -3.63  -0.32
S: 5.52 -0.73 -4.65  0.61
O: 6.28 0.13 -5.50  -0.26
O: 6.35 -1.82 -4.09  -0.27
C: 4.38 -1.51 -5.95  -0.50
F: 3.96 -0.53 -6.79  0.09
F: 4.88 -2.47 -6.79  0.12
F: 3.23 -2.15 -5.40  0.04
C: 5.61 -0.17 1.91  -0.17
C: 6.33 0.80 0.90  -0.20
C: 7.22 -0.04 0.04  -0.18
S: 6.12 -1.47 -0.32  0.78
O: 6.81 -2.71 -0.69  -0.30
O: 4.83 -1.20 -1.00  -0.37
C: 5.59 -1.62 1.38  -0.21
H: 4.59 0.09 2.18  0.10
H: 6.10 -0.33 2.87  0.11
H: 6.95 1.51 1.44  0.12
H: 5.52 1.31 0.37  0.08
H: 8.06 -0.44 0.60  0.12
H: 7.61 0.33 -0.91  0.10
H: 6.41 -2.26 1.68  0.10
H: 4.69 -2.23 1.32  0.10
C: -0.67 1.66 -4.75  -0.18
C: -0.02 1.17 -6.14  -0.19
C: 0.52 -0.21 -5.98  -0.20
S: 0.17 -0.84 -4.24  0.74
O: 1.34 -0.71 -3.39  -0.37
O: -0.44 -2.13 -4.30  -0.30
C: -1.10 0.47 -3.89  -0.19
H: -1.43 2.35 -5.11  0.12
H: 0.18 2.11 -4.24  0.08
H: 0.73 1.88 -6.50  0.12
H: -0.88 0.97 -6.79  0.11
H: 1.55 -0.21 -6.33  0.09
H: -0.14 -0.85 -6.56  0.10
H: -1.34 0.48 -2.83  0.08
H: -2.04 0.08 -4.29  0.10
C: -5.12 -0.23 -1.52  -0.04
O: -5.70 0.94 -0.96  -0.01
C: -5.06 2.13 -0.77  -0.55
O: -5.38 2.80 0.19  0.13
O: -4.08 2.33 -1.67  -0.01
C: -3.03 3.20 -1.35  -0.04
H: -4.05 -0.07 -1.67  0.08
H: -5.73 -0.65 -2.31  0.10
H: -5.06 -1.03 -0.79  0.09
H: -3.27 4.22 -1.63  0.10
H: -2.11 2.97 -1.88  0.08
H: -2.85 3.20 -0.27  0.09
C: -1.86 -5.88 0.10  -0.02
O: -0.71 -6.74 0.19  0.01
C: -0.36 -7.52 -0.80  -0.60
O: -1.13 -7.98 -1.64  0.09
O: 0.98 -7.68 -0.80  -0.02
C: 1.78 -8.48 -1.72  0.00
H: -1.72 -5.06 -0.60  0.09
H: -2.24 -5.52 1.05  0.09
H: -2.67 -6.50 -0.28  0.09
H: 1.87 -9.48 -1.31  0.10
H: 2.69 -7.88 -1.77  0.07
H: 1.40 -8.44 -2.75  0.09
C: 4.82 -5.69 -1.30  0.02
O: 4.30 -4.34 -1.56  0.01
C: 3.33 -3.96 -2.38  -0.46
O: 3.12 -2.80 -2.56  0.09
O: 2.63 -5.11 -2.90  -0.04
C: 1.64 -4.90 -3.90  -0.03
H: 5.88 -5.70 -1.02  0.09
H: 4.68 -6.27 -2.21  0.09
H: 4.27 -6.09 -0.44  0.10
H: 0.96 -4.29 -3.30  0.08
H: 1.14 -5.73 -4.40  0.10
H: 2.03 -4.42 -4.80  0.09
C: -7.38 7.27 5.27  -0.08
C: -6.47 7.71 4.12  -0.30
O: -5.37 6.83 4.23  -0.20
P: -4.99 5.74 3.00  0.55
O: -4.93 6.28 1.60  -0.25
O: -6.03 4.53 3.39  -0.20
C: -7.06 4.18 2.46  -0.25
C: -7.44 2.75 2.86  -0.07
O: -3.56 5.27 3.52  -0.16
C: -2.47 5.02 2.62  -0.26
C: -1.37 4.32 3.41  -0.07
H: -6.94 7.67 6.19  0.07
H: -8.39 7.66 5.19  0.07
H: -7.42 6.19 5.42  0.08
H: -7.22 7.63 3.32  0.10
H: -6.19 8.74 3.94  0.12
H: -7.97 4.71 2.74  0.11
H: -6.78 4.42 1.43  0.10
H: -8.29 2.84 3.54  0.07
H: -7.71 2.11 2.02  0.08
H: -6.82 2.11 3.48  0.07
H: -2.66 4.55 1.66  0.10
H: -2.02 5.94 2.25  0.12
H: -1.66 3.38 3.87  0.05
H: -0.34 4.32 3.07  0.07
H: -1.14 4.93 4.29  0.08
C: 1.78 0.75 4.94  -0.06
C: 0.33 1.25 4.53  -0.25
O: -0.55 0.49 5.34  -0.18
P: -1.55 -0.70 4.77  0.55
O: -2.41 -1.26 5.81  -0.22
O: -2.28 0.02 3.47  -0.20
C: -3.32 0.89 3.61  -0.28
C: -4.20 0.72 2.34  -0.03
O: -0.63 -1.78 3.93  -0.22
C: -1.21 -3.04 3.73  -0.27
C: 0.12 -3.82 3.89  -0.06
H: 1.95 -0.32 4.84  0.07
H: 2.53 1.32 4.38  0.06
H: 1.98 0.90 6.00  0.07
H: 0.23 2.32 4.70  0.10
H: 0.31 1.16 3.44  0.09
H: -3.80 0.48 4.49  0.11
H: -3.06 1.93 3.84  0.10
H: -5.11 1.31 2.34  0.05
H: -3.70 0.95 1.39  0.07
H: -4.50 -0.33 2.32  0.08
H: -1.97 -3.35 4.45  0.11
H: -1.71 -3.15 2.76  0.10
H: 0.94 -3.36 3.35  0.07
H: 0.28 -3.99 4.96  0.08
H: 0.14 -4.86 3.56  0.06